Entry 1:
Below is a cluster of 9 separate species, C24H69N3O15 in total at a distorted geometry, with properties calculated with ωB97M-V with the def2-TZVPD basis set.

The geometry in XYZ format:
```
111
Properties=species:S:1:pos:R:3:lowdin_charge:R:1
C -0.397 -3.414 -4.871 -0.121
O -1.189 -4.367 -4.207 -0.175
C -2.245 -3.695 -3.524 -0.208
C -3.019 -4.657 -2.617 -0.428
C -3.621 -5.812 -3.368 -0.062
N -4.058 -3.881 -1.926 0.040
H -0.935 -2.781 -5.585 0.088
H 0.349 -3.940 -5.471 0.090
H 0.152 -2.788 -4.159 0.084
H -1.904 -2.842 -2.925 0.109
H -2.897 -3.262 -4.292 0.135
H -2.221 -4.973 -1.930 0.142
H -3.984 -6.529 -2.612 0.074
H -2.833 -6.376 -3.867 0.081
H -4.548 -5.667 -3.919 0.085
H -3.597 -3.282 -1.234 0.042
H -4.563 -4.568 -1.370 0.084
C 0.578 6.992 -2.868 -0.129
O 0.969 5.732 -3.359 -0.169
C 0.903 4.751 -2.320 -0.194
C 1.951 4.938 -1.236 -0.403
C 3.435 4.723 -1.627 -0.041
N 1.684 3.835 -0.288 0.050
H 0.289 7.628 -3.705 0.086
H 1.401 7.455 -2.316 0.082
H -0.301 7.018 -2.213 0.091
H -0.077 4.767 -1.833 0.122
H 1.031 3.743 -2.711 0.109
H 1.858 5.894 -0.715 0.126
H 4.066 5.110 -0.831 0.075
H 3.621 5.438 -2.439 0.074
H 3.587 3.712 -1.989 0.081
H 2.390 3.349 0.231 0.025
H 0.767 3.957 0.117 0.059
C 5.329 -2.482 6.308 -0.099
O 4.247 -2.236 5.448 -0.211
C 3.320 -3.268 5.296 -0.211
C 2.458 -2.952 4.046 -0.392
C 3.228 -3.134 2.739 -0.053
N 2.009 -1.538 4.110 0.043
H 6.015 -1.647 6.165 0.091
H 5.925 -3.350 6.004 0.090
H 5.093 -2.591 7.368 0.090
H 3.770 -4.268 5.244 0.128
H 2.684 -3.311 6.194 0.126
H 1.543 -3.547 4.001 0.122
H 2.991 -2.403 1.963 0.063
H 3.232 -4.152 2.358 0.078
H 4.260 -2.796 2.914 0.080
H 1.270 -1.450 4.803 0.067
H 2.830 -1.116 4.547 0.067
O -3.162 -0.604 4.561 -0.048
C -2.532 -1.857 4.639 -0.238
C -1.405 -1.851 3.596 -0.198
O -2.033 -1.988 2.297 -0.108
H -3.282 -0.428 3.618 0.066
H -2.093 -1.945 5.636 0.122
H -3.174 -2.731 4.486 0.120
H -0.787 -2.756 3.585 0.113
H -0.748 -0.993 3.715 0.107
H -2.334 -2.899 2.225 0.100
O 1.762 3.067 3.964 -0.068
C 2.408 1.881 3.536 -0.250
C 2.785 1.878 2.071 -0.262
O 3.689 2.895 1.721 -0.059
H 2.049 3.836 3.460 0.084
H 3.252 1.772 4.239 0.120
H 1.717 1.069 3.776 0.096
H 1.829 2.038 1.564 0.089
H 3.065 0.858 1.789 0.114
H 4.410 2.933 2.357 0.103
O -4.871 -1.169 -2.788 -0.096
C -3.827 -0.404 -2.164 -0.229
C -3.731 -0.602 -0.662 -0.200
O -2.978 -1.770 -0.314 -0.101
H -4.775 -2.075 -2.440 0.030
H -2.953 -0.537 -2.817 0.110
H -4.124 0.636 -2.344 0.122
H -4.715 -0.490 -0.205 0.132
H -3.156 0.258 -0.294 0.087
H -2.954 -1.839 0.652 0.049
O 0.389 1.199 -1.493 -0.088
C 0.294 -0.224 -1.385 -0.212
C 0.002 -0.629 0.042 -0.222
O 1.235 -0.510 0.770 -0.081
H 1.162 1.518 -1.007 0.070
H -0.500 -0.547 -2.059 0.106
H 1.215 -0.692 -1.748 0.128
H -0.227 -1.691 0.121 0.119
H -0.804 0.062 0.306 0.086
H 1.105 -0.857 1.664 0.052
O 0.167 -0.143 -6.576 -0.093
C 0.532 1.262 -6.595 -0.218
C 0.667 1.739 -5.172 -0.227
O -0.372 1.184 -4.354 -0.091
H -0.235 -0.246 -5.700 0.050
H 1.492 1.337 -7.103 0.114
H -0.239 1.738 -7.204 0.115
H 0.594 2.820 -5.021 0.118
H 1.641 1.353 -4.846 0.125
H -0.139 1.450 -3.453 0.046
O -3.674 1.890 1.915 -0.059
C -2.283 1.820 2.197 -0.215
C -1.527 2.405 0.988 -0.261
O -1.644 3.787 0.765 -0.043
H -4.105 2.632 2.340 0.088
H -2.087 2.382 3.115 0.132
H -1.906 0.813 2.386 0.091
H -1.888 1.891 0.089 0.099
H -0.495 2.051 1.070 0.096
H -2.548 4.055 0.959 0.087
```

Values from the calculation:
Relative energy (zero: lowest compared OMol25 entry of this formula, charge and spin) ... 31.2 kcal/mol
E_HOMO ... -8.61 eV
E_LUMO ... 0.35 eV
Structure (SMILES) ... COC[C@H](C)N.COC[C@H](C)N.COC[C@H](C)N.OCCO.OCCO.OCCO.OCCO.OCCO.OCCO
Largest force on an atom ... 2.8 eV/A
Orbital gap ... 8.96 eV

=====

Entry 2:
Below is a cluster of 12 separate species, C24H72N6O12 in total at a distorted geometry, with properties calculated with ωB97M-V with the def2-TZVPD basis set.

The geometry in XYZ format:
```
114
Properties=species:S:1:pos:R:3:lowdin_charge:R:1
N 12.323 -22.819 -20.080 0.164
C 11.032 -22.774 -19.647 -0.689
N 10.389 -23.930 -19.787 0.198
O 10.548 -21.745 -19.205 0.000
H 13.002 -22.104 -19.883 0.115
H 12.465 -23.637 -20.649 0.098
H 9.387 -23.780 -19.737 0.084
H 10.886 -24.679 -20.238 0.112
N 5.892 -22.165 -18.111 0.205
C 7.107 -22.558 -18.478 -0.701
N 8.053 -22.027 -17.784 0.235
O 7.348 -23.347 -19.405 -0.047
H 5.717 -21.366 -17.514 0.070
H 5.063 -22.564 -18.524 0.099
H 7.779 -21.385 -17.056 0.097
H 9.028 -22.215 -17.963 0.072
N 5.438 -24.087 -21.291 0.177
C 5.149 -25.342 -21.096 -0.719
N 6.004 -25.898 -20.233 0.184
O 4.107 -25.816 -21.526 0.016
H 6.133 -23.616 -20.718 0.043
H 4.852 -23.544 -21.904 0.110
H 5.747 -26.784 -19.826 0.115
H 6.757 -25.349 -19.847 0.069
C 7.336 -21.272 -21.781 -0.058
C 6.014 -20.638 -21.421 -0.502
C 6.142 -19.200 -20.877 -0.024
O 5.221 -20.582 -22.580 -0.040
H 8.097 -21.291 -20.999 0.062
H 7.836 -20.676 -22.546 0.076
H 7.270 -22.310 -22.107 0.068
H 5.518 -21.298 -20.706 0.102
H 6.522 -19.172 -19.857 0.072
H 5.104 -18.866 -20.856 0.061
H 6.694 -18.597 -21.598 0.082
H 4.681 -21.367 -22.688 0.079
C 8.876 -19.685 -14.696 -0.058
C 9.809 -19.808 -13.539 -0.477
C 9.635 -21.143 -12.764 -0.031
O 11.171 -19.719 -13.969 -0.055
H 8.997 -20.547 -15.355 0.074
H 9.048 -18.797 -15.306 0.091
H 7.820 -19.622 -14.431 0.066
H 9.626 -18.987 -12.842 0.130
H 9.619 -21.967 -13.480 0.065
H 8.594 -21.168 -12.435 0.063
H 10.302 -21.366 -11.934 0.082
H 11.222 -19.116 -14.715 0.081
C 0.188 -24.308 -19.210 -0.048
C 1.684 -24.435 -19.358 -0.489
C 2.344 -24.267 -17.988 -0.073
O 2.060 -25.773 -19.704 -0.063
H -0.164 -24.681 -18.249 0.079
H -0.319 -24.689 -20.094 0.087
H 0.075 -23.224 -19.130 0.070
H 2.050 -23.665 -20.040 0.128
H 2.191 -23.232 -17.667 0.055
H 3.412 -24.473 -18.060 0.066
H 1.797 -24.793 -17.207 0.082
H 2.742 -25.681 -20.383 0.022
C 10.335 -18.910 -21.941 -0.095
C 10.152 -18.267 -20.619 -0.322
O 9.460 -19.179 -19.787 -0.117
H 10.716 -19.930 -21.899 0.077
H 11.103 -18.359 -22.489 0.075
H 9.403 -18.817 -22.496 0.070
H 9.526 -17.380 -20.718 0.114
H 11.068 -18.069 -20.058 0.109
H 9.870 -20.050 -19.825 0.017
C 2.594 -20.216 -19.177 -0.071
C 1.201 -20.059 -18.512 -0.334
O 0.134 -20.150 -19.409 -0.063
H 2.728 -21.229 -19.561 0.055
H 3.329 -20.175 -18.370 0.053
H 2.776 -19.472 -19.950 0.073
H 1.220 -19.030 -18.141 0.103
H 1.093 -20.672 -17.617 0.107
H 0.236 -19.360 -19.948 0.086
C 5.524 -17.858 -16.124 -0.054
C 5.075 -19.217 -15.623 -0.363
O 5.866 -20.269 -16.009 -0.127
H 5.460 -17.779 -17.208 0.076
H 6.472 -17.694 -15.613 0.071
H 4.747 -17.207 -15.718 0.080
H 4.083 -19.445 -16.025 0.098
H 5.006 -19.143 -14.535 0.120
H 5.958 -20.863 -15.248 0.042
C 3.884 -22.581 -15.048 -0.067
C 4.549 -22.484 -13.656 -0.289
O 5.733 -21.755 -13.712 -0.085
H 3.649 -21.597 -15.455 0.057
H 3.008 -23.225 -14.991 0.081
H 4.584 -22.951 -15.799 0.054
H 4.691 -23.478 -13.231 0.120
H 3.815 -21.898 -13.098 0.117
H 5.857 -21.457 -12.806 0.104
C 11.660 -22.624 -15.999 -0.088
C 12.783 -23.463 -16.629 -0.265
O 13.813 -23.541 -15.584 -0.093
H 10.777 -22.615 -16.639 0.042
H 11.908 -21.580 -15.805 0.067
H 11.403 -23.065 -15.035 0.075
H 13.135 -23.088 -17.590 0.079
H 12.419 -24.455 -16.897 0.106
H 13.873 -22.666 -15.193 0.068
C 8.295 -25.454 -15.435 -0.071
C 7.136 -25.456 -16.400 -0.359
O 6.162 -26.366 -16.018 -0.054
H 9.167 -24.942 -15.840 0.063
H 8.575 -26.480 -15.195 0.079
H 8.067 -25.015 -14.463 0.071
H 7.506 -25.697 -17.400 0.101
H 6.741 -24.439 -16.484 0.090
H 5.462 -26.391 -16.675 0.082
```

Values from the calculation:
Relative energy (zero: lowest compared OMol25 entry of this formula, charge and spin) ... 52.4 kcal/mol
E_HOMO ... -9.18 eV
E_LUMO ... 0.12 eV
Structure (SMILES) ... NC(N)=O.NC(N)=O.NC(N)=O.CC(C)O.CC(C)O.CC(C)O.CCO.CCO.CCO.CCO.CCO.CCO
Largest force on an atom ... 3.9 eV/A
Orbital gap ... 9.30 eV

=====

Entry 3:
Below is a cluster of 9 separate species, C24H72N6O9 in total at a distorted geometry, with properties calculated with ωB97M-V with the def2-TZVPD basis set.

The geometry in XYZ format:
```
111
Properties=species:S:1:pos:R:3:lowdin_charge:R:1
C 1.519 5.207 -4.376 -0.142
O 1.909 3.887 -4.179 -0.205
C 0.809 3.002 -4.135 -0.210
C 1.324 1.589 -3.836 -0.406
C 2.626 1.188 -4.547 -0.044
N 0.292 0.520 -4.108 0.036
H 2.098 5.982 -3.788 0.098
H 0.416 5.357 -4.074 0.101
H 1.544 5.468 -5.448 0.081
H 0.026 3.282 -3.437 0.104
H 0.440 3.005 -5.221 0.146
H 1.446 1.518 -2.728 0.115
H 2.834 0.103 -4.346 0.085
H 3.355 1.899 -4.047 0.099
H 2.610 1.361 -5.604 0.064
H -0.527 0.767 -3.517 0.061
H 0.072 0.567 -5.081 0.075
C 3.065 -2.921 4.694 -0.073
O 2.537 -2.662 3.384 -0.226
C 3.448 -2.854 2.353 -0.194
C 2.658 -2.473 1.082 -0.397
C 1.378 -3.336 0.917 -0.038
N 3.511 -2.579 -0.095 0.056
H 3.492 -3.917 4.798 0.083
H 2.196 -2.906 5.423 0.101
H 3.745 -2.111 4.915 0.082
H 4.259 -2.186 2.482 0.110
H 3.691 -3.850 2.259 0.102
H 2.235 -1.471 1.115 0.095
H 1.028 -3.196 -0.118 0.063
H 0.608 -3.005 1.564 0.034
H 1.547 -4.369 1.142 0.075
H 3.124 -2.071 -0.898 0.055
H 3.720 -3.506 -0.404 0.061
C 1.329 -4.841 -3.645 -0.111
O 0.749 -3.688 -3.081 -0.222
C -0.467 -3.208 -3.678 -0.164
C -1.371 -2.614 -2.590 -0.447
C -1.809 -3.544 -1.461 -0.031
N -2.493 -2.061 -3.309 0.047
H 1.618 -4.697 -4.671 0.070
H 0.694 -5.758 -3.654 0.097
H 2.342 -5.036 -3.182 0.103
H -0.283 -2.455 -4.375 0.093
H -1.076 -4.006 -4.106 0.127
H -0.859 -1.803 -2.064 0.100
H -0.964 -3.755 -0.865 0.042
H -2.257 -4.404 -1.916 0.070
H -2.602 -3.040 -0.883 0.087
H -2.662 -1.092 -3.051 0.055
H -3.326 -2.628 -3.206 0.072
C 4.005 1.043 1.034 -0.144
O 2.681 1.223 1.083 -0.203
C 2.124 1.999 -0.002 -0.142
C 1.224 3.088 0.583 -0.371
C 0.197 2.610 1.571 -0.070
N 0.485 3.682 -0.599 0.064
H 4.457 1.715 1.761 0.089
H 4.344 1.371 0.055 0.087
H 4.272 0.022 1.266 0.075
H 2.933 2.476 -0.512 0.110
H 1.563 1.271 -0.611 0.104
H 1.794 3.880 1.083 0.144
H 0.601 2.199 2.511 0.073
H -0.488 1.839 1.088 0.088
H -0.420 3.432 1.806 0.059
H 0.178 4.600 -0.469 0.041
H -0.346 3.103 -0.740 0.054
C -3.876 2.645 3.275 -0.090
O -4.914 1.776 2.843 -0.191
C -4.579 1.021 1.649 -0.200
C -4.870 1.696 0.361 -0.419
C -5.043 0.648 -0.802 -0.047
N -3.885 2.726 -0.094 0.056
H -3.746 3.468 2.567 0.066
H -2.954 2.016 3.413 0.098
H -4.276 3.128 4.162 0.088
H -3.599 0.589 1.670 0.100
H -5.286 0.152 1.802 0.149
H -5.818 2.237 0.505 0.138
H -4.141 0.065 -0.789 0.046
H -5.166 1.214 -1.756 0.093
H -5.878 -0.044 -0.521 0.093
H -3.715 3.331 0.683 0.035
H -4.372 3.241 -0.810 0.076
C 0.048 1.192 6.320 -0.109
O -0.082 0.972 4.949 -0.191
C -0.717 -0.211 4.618 -0.242
C -0.723 -0.281 3.133 -0.418
C -1.630 -1.428 2.678 -0.045
N 0.622 -0.443 2.609 0.062
H 0.906 0.480 6.628 0.118
H -0.791 0.767 6.876 0.075
H 0.036 2.259 6.559 0.092
H -0.176 -1.008 5.106 0.128
H -1.690 -0.294 4.968 0.103
H -1.183 0.601 2.668 0.106
H -2.685 -1.245 3.058 0.099
H -1.322 -2.437 3.017 0.093
H -1.618 -1.404 1.621 0.040
H 1.358 0.228 2.916 0.109
H 0.891 -1.394 2.786 0.047
O -1.767 1.028 -1.856 -0.118
H -1.177 0.614 -1.117 0.055
H -2.572 1.236 -1.337 -0.010
O 1.545 -1.044 -2.211 -0.067
H 1.280 -0.594 -3.023 -0.010
H 1.377 -1.980 -2.363 0.023
O -0.029 -0.650 -0.065 -0.105
H 0.604 -0.642 -0.803 -0.016
H 0.410 -0.437 0.791 -0.001
```

Values from the calculation:
Relative energy (zero: lowest compared OMol25 entry of this formula, charge and spin) ... 37.5 kcal/mol
E_HOMO ... -8.55 eV
E_LUMO ... 0.67 eV
Structure (SMILES) ... COC[C@H](C)N.COC[C@H](C)N.COC[C@H](C)N.COC[C@H](C)N.COC[C@H](C)N.COC[C@H](C)N.O.O.O
Largest force on an atom ... 3.6 eV/A
Orbital gap ... 9.23 eV

=====

Entry 4:
Below is a cluster of 12 separate species, C24H72O17 in total at a distorted geometry, with properties calculated with ωB97M-V with the def2-TZVPD basis set.

The geometry in XYZ format:
```
113
Properties=species:S:1:pos:R:3:lowdin_charge:R:1
O 13.306 13.039 12.035 -0.063
C 12.196 13.821 11.697 -0.230
C 10.925 13.116 11.357 -0.163
O 11.078 12.540 10.054 -0.108
H 13.465 12.381 11.354 0.048
H 12.033 14.554 12.487 0.121
H 12.422 14.446 10.833 0.113
H 10.053 13.768 11.295 0.137
H 10.804 12.337 12.109 0.114
H 11.359 13.165 9.382 0.066
O 7.785 9.030 13.784 -0.062
C 8.568 7.854 13.938 -0.262
C 9.835 7.793 13.128 -0.252
O 9.471 7.601 11.764 -0.049
H 6.939 8.780 13.405 0.083
H 8.769 7.891 15.009 0.115
H 8.096 6.892 13.740 0.122
H 10.373 6.966 13.591 0.120
H 10.309 8.760 13.297 0.110
H 9.890 8.314 11.277 0.039
O 16.563 11.163 8.852 -0.080
C 17.958 10.935 9.115 -0.205
C 18.879 11.688 8.126 -0.230
O 18.748 11.125 6.843 -0.063
H 16.415 10.793 7.978 0.036
H 18.298 11.187 10.120 0.088
H 18.135 9.860 9.164 0.121
H 19.929 11.695 8.420 0.119
H 18.586 12.733 8.028 0.115
H 18.270 11.726 6.267 0.084
O 16.700 8.655 14.635 -0.069
C 16.026 9.822 14.172 -0.226
C 16.474 10.329 12.741 -0.182
O 17.752 10.970 12.958 -0.080
H 17.627 8.861 14.497 0.071
H 15.007 9.437 14.196 0.101
H 15.959 10.641 14.888 0.117
H 15.795 11.145 12.493 0.095
H 16.558 9.584 11.950 0.103
H 18.450 10.445 12.559 0.074
O 13.842 11.075 10.208 -0.078
C 13.542 9.726 10.536 -0.178
C 12.240 9.489 11.332 -0.156
O 11.087 9.837 10.540 -0.085
H 14.627 11.123 9.657 0.060
H 13.439 9.291 9.542 0.096
H 14.355 9.183 11.018 0.096
H 12.191 10.209 12.149 0.107
H 12.175 8.501 11.788 0.112
H 11.175 10.776 10.364 0.034
C 17.780 14.156 11.028 -0.084
C 16.325 14.033 11.307 -0.348
O 16.210 14.063 12.699 -0.059
H 18.378 13.246 10.977 0.056
H 18.296 14.766 11.769 0.086
H 17.850 14.643 10.056 0.070
H 15.905 13.097 10.941 0.094
H 15.847 14.893 10.838 0.110
H 15.289 13.809 12.795 0.051
C 7.453 10.878 11.059 -0.091
C 7.633 11.804 9.900 -0.359
O 8.758 11.494 9.173 -0.069
H 6.643 11.268 11.675 0.077
H 8.294 10.948 11.748 0.062
H 7.302 9.837 10.772 0.083
H 7.685 12.835 10.251 0.106
H 6.737 11.780 9.280 0.113
H 9.519 11.844 9.642 0.017
C 14.966 8.095 7.587 -0.068
C 14.414 9.220 6.665 -0.240
O 15.624 9.985 6.300 -0.113
H 15.426 8.592 8.441 0.047
H 15.735 7.505 7.088 0.082
H 14.118 7.509 7.940 0.070
H 13.645 9.756 7.221 0.073
H 13.972 8.876 5.730 0.115
H 15.540 10.276 5.389 0.082
C 9.265 8.429 6.877 -0.076
C 10.619 9.095 7.009 -0.334
O 11.419 8.361 7.898 -0.081
H 8.673 8.701 7.750 0.068
H 9.393 7.347 6.836 0.076
H 8.664 8.748 6.025 0.071
H 10.408 10.043 7.503 0.092
H 11.104 9.369 6.072 0.106
H 11.264 8.755 8.760 0.045
C 14.401 5.859 11.630 -0.060
C 15.682 6.613 11.272 -0.346
O 16.675 5.694 10.920 -0.066
H 14.541 5.153 12.449 0.086
H 13.884 5.525 10.731 0.080
H 13.779 6.588 12.150 0.055
H 16.078 7.046 12.191 0.100
H 15.656 7.466 10.595 0.081
H 16.208 5.188 10.251 0.076
C 12.982 12.571 7.198 -0.049
C 13.108 14.094 7.425 -0.314
O 12.187 14.510 8.328 -0.078
H 12.068 12.372 6.639 0.081
H 12.907 11.926 8.074 0.054
H 13.748 12.122 6.565 0.065
H 12.863 14.660 6.526 0.119
H 14.091 14.353 7.819 0.116
H 12.323 15.460 8.328 0.111
C 11.680 13.195 15.362 -0.073
C 11.813 11.767 14.892 -0.323
O 13.115 11.589 14.421 -0.088
H 10.640 13.435 15.585 0.076
H 11.845 13.940 14.585 0.052
H 12.355 13.490 16.166 0.084
H 11.106 11.564 14.088 0.085
H 11.610 10.997 15.636 0.119
H 13.218 12.185 13.675 0.029
```

Values from the calculation:
Relative energy (zero: lowest compared OMol25 entry of this formula, charge and spin) ... 31.3 kcal/mol
E_HOMO ... -9.76 eV
E_LUMO ... 0.09 eV
Structure (SMILES) ... OCCO.OCCO.OCCO.OCCO.OCCO.CCO.CCO.CCO.CCO.CCO.CCO.CCO
Largest force on an atom ... 3.0 eV/A
Orbital gap ... 9.85 eV